Entry 1:
Here is a structure of composition C59H52AsIrNO2PS in a non-equilibrium geometry from the OMol25 dataset. Energies are from ωB97M-V/def2-TZVPD.

Cartesian coordinates (Å):
Ir1 0.1852 0.5869 -0.3479
O1 -0.5054 1.4422 1.4679
C1 -0.8997 2.7692 1.3841
C2 -2.2573 2.8244 0.6130
C3 -2.2191 2.7602 -0.8863
C4 -3.2030 3.4698 -1.5707
C5 -3.2868 3.3782 -2.9471
C6 -2.3652 2.5888 -3.6108
C7 -1.3864 1.9280 -2.8783
C8 -0.3542 1.1297 -3.6184
C9 -0.5603 -0.4067 -3.5252
O2 -0.1730 -0.8798 -2.2342
C10 -2.0594 -0.6823 -3.6507
C11 -2.8622 -0.7836 -2.5202
C12 -4.2211 -1.0164 -2.6452
C13 -4.7948 -1.1526 -3.8965
C14 -4.0034 -1.0307 -5.0263
C15 -2.6450 -0.7969 -4.9060
C16 0.2151 -1.1519 -4.5964
C17 -0.1119 -2.4867 -4.8170
C18 0.5605 -3.2326 -5.7655
C19 1.5877 -2.6623 -6.4973
C20 1.9244 -1.3378 -6.2825
C21 1.2435 -0.5848 -5.3386
N1 -1.3315 2.0052 -1.5414
C22 -1.1446 3.2673 2.8134
C23 -2.0023 2.5293 3.6207
C24 -2.2166 2.8824 4.9394
C25 -1.5727 3.9837 5.4764
C26 -0.7237 4.7292 4.6780
C27 -0.5096 4.3753 3.3550
C28 0.1443 3.6067 0.6609
C29 -0.1467 4.8893 0.2122
C30 0.8141 5.6426 -0.4405
C31 2.0790 5.1212 -0.6657
C32 2.3789 3.8451 -0.2239
C33 1.4215 3.0948 0.4445
H1 -2.8067 3.7156 0.9111
H2 -2.8281 1.9586 0.9584
H3 -3.9060 4.0729 -1.0192
H4 -4.0553 3.9094 -3.4869
H5 -2.3896 2.4927 -4.6859
H6 0.6269 1.3893 -3.2219
H7 -0.4069 1.4040 -4.6724
H8 -2.4267 -0.6823 -1.5350
H9 -4.8330 -1.1039 -1.7595
H10 -5.8523 -1.3491 -3.9912
H11 -4.4401 -1.1315 -6.0077
H12 -2.0341 -0.7196 -5.7944
H13 -0.9085 -2.9376 -4.2443
H14 0.2881 -4.2638 -5.9220
H15 2.1183 -3.2462 -7.2348
H16 2.7235 -0.8811 -6.8484
H17 1.5311 0.4472 -5.2040
H18 -2.4936 1.6580 3.2146
H19 -2.8812 2.2888 5.5504
H20 -1.7308 4.2500 6.5110
H21 -0.2174 5.5895 5.0913
H22 0.1619 4.9692 2.7555
H23 -1.1209 5.3161 0.3889
H24 0.5822 6.6468 -0.7649
H25 2.8313 5.7126 -1.1674
H26 3.3667 3.4340 -0.3734
H27 1.7051 2.1338 0.8795
S1 2.7598 -1.5237 0.9144
C34 3.2124 -1.9650 2.5321
C35 4.2563 -2.8384 2.8257
C36 4.5352 -3.1254 4.1479
C37 3.7769 -2.5649 5.1676
C38 2.7336 -1.6969 4.8726
C39 2.4395 -1.4030 3.5561
As1 0.9865 -0.2864 2.8485
C40 0.6225 0.7357 4.4811
C41 -0.2788 0.2299 5.4057
C42 -0.3862 0.8109 6.6561
C43 0.3858 1.9117 6.9797
C44 1.2620 2.4385 6.0461
C45 1.3820 1.8521 4.7976
C46 -0.4887 -1.5713 2.8694
C47 -1.6755 -1.2593 2.2137
C48 -2.7295 -2.1546 2.1944
C49 -2.6118 -3.3757 2.8385
C50 -1.4369 -3.6892 3.5003
C51 -0.3771 -2.7979 3.5117
H28 4.8311 -3.2761 2.0233
H29 5.3525 -3.7902 4.3860
H30 3.9886 -2.8132 6.1953
H31 2.1415 -1.2528 5.6644
H32 -0.8932 -0.6250 5.1527
H33 -1.0701 0.3945 7.3793
H34 0.3027 2.3603 7.9572
H35 1.8593 3.3013 6.2964
H36 2.0719 2.2690 4.0719
H37 -1.7522 -0.3041 1.7073
H38 -3.6396 -1.9045 1.6697
H39 -3.4323 -4.0771 2.8212
H40 -1.3413 -4.6345 4.0105
H41 0.5388 -3.0570 4.0287
C52 2.4473 -0.2103 -2.1446
P1 1.1878 -1.6602 -1.5890
C53 -0.0967 -2.6175 -0.4467
C54 1.7912 -3.0356 -2.6199
C55 2.9534 -2.9109 -3.3806
C56 3.4680 -3.9883 -4.0756
C57 2.8427 -5.2220 -4.0294
C58 1.6892 -5.3616 -3.2776
C59 1.1729 -4.2881 -2.5777
H42 2.4887 -0.0293 -3.2150
H43 3.4212 -0.4820 -1.7504
H44 2.1251 0.7078 -1.6248
H45 -0.9100 -3.0839 -0.9949
H46 -0.5051 -1.8585 0.2238
H47 0.4557 -3.3414 0.1446
H48 3.4716 -1.9712 -3.4481
H49 4.3665 -3.8664 -4.6610
H50 3.2487 -6.0622 -4.5717
H51 1.1839 -6.3155 -3.2406
H52 0.2734 -4.4424 -2.0089

Calculated values
Charge: +1
E_tot (a.u.): -5563.9674
LUMO level (alpha / beta) (eV): -4.45 / -4.04
2S+1: 2
Strongest force on any atom (eV Å⁻¹): 3.8
Orbital gap (alpha / beta) (eV): 4.45 / 4.81
HOMO (alpha / beta) (eV): -8.90 / -8.85

Entry 2:
Here is a structure of composition C29H32N6O3PtSi in a non-equilibrium geometry from the OMol25 dataset. Energies are from ωB97M-V/def2-TZVPD.

Cartesian coordinates (Å):
Pt1 0.1184 0.1035 -0.1708
C1 1.8486 -0.0713 -2.6343
Si1 3.0684 0.1109 -1.1740
C2 4.2319 1.5858 -1.5933
C3 4.1334 -1.4791 -1.1225
N1 2.1075 0.3220 0.2565
C4 2.5224 0.4538 1.5319
C5 3.8833 0.4021 1.8897
C6 4.2983 0.4189 3.2007
C7 3.3770 0.5412 4.2293
C8 2.0339 0.6677 3.9205
C9 1.6023 0.6228 2.6054
O1 0.2826 0.8497 2.2839
C10 -0.7195 0.3512 3.0744
C11 -1.9068 1.0783 3.1231
C12 -2.9745 0.6132 3.8668
C13 -2.8697 -0.5747 4.5719
C14 -1.6903 -1.2999 4.5179
C15 -0.6164 -0.8490 3.7726
H1 2.3713 -0.0785 -3.5870
H2 1.1303 0.7463 -2.6580
H3 1.2936 -1.0038 -2.5570
H4 4.9754 1.2704 -2.3205
H5 4.7607 1.9743 -0.7276
H6 3.6820 2.4120 -2.0363
H7 4.6439 -1.6389 -2.0660
H8 3.5035 -2.3410 -0.9343
H9 4.8840 -1.4527 -0.3417
H10 4.6110 0.3111 1.1003
H11 5.3504 0.3404 3.4295
H12 3.6959 0.5485 5.2598
H13 1.3095 0.8082 4.7114
H14 -1.9806 1.9941 2.5579
H15 -3.8880 1.1875 3.9050
H16 -3.7029 -0.9401 5.1545
H17 -1.5992 -2.2258 5.0691
H18 0.2913 -1.4287 3.6917
O2 -1.9412 0.2814 -0.8897
C16 -2.8673 1.0930 -0.4871
C17 -4.1899 0.6105 -0.3827
C18 -5.2398 1.4359 -0.0708
C19 -5.0183 2.7923 0.1452
C20 -3.7366 3.2899 0.0951
C21 -2.6382 2.4691 -0.1880
C22 -1.2949 2.9930 -0.1633
N2 -0.1757 2.3694 -0.5181
C23 0.8515 3.2436 -0.3307
C24 0.3659 4.4239 0.1359
N3 -0.9871 4.2604 0.2381
H19 -4.3568 -0.4413 -0.5725
H20 -6.2412 1.0350 0.0012
H21 -5.8451 3.4533 0.3533
H22 -3.5948 4.3511 0.2576
H23 1.8647 2.9651 -0.5394
H24 0.8585 5.3415 0.3819
H25 -1.6357 4.9482 0.5786
C25 1.8255 -4.8653 1.3103
N4 0.7670 -4.2385 0.5525
C26 -0.0282 -4.9468 -0.2767
C27 -1.0006 -4.3367 -0.9976
C28 -1.1642 -2.9248 -0.8418
N5 -0.3481 -2.2359 -0.0408
C29 0.6012 -2.8403 0.7072
O3 1.3020 -2.2505 1.5046
N6 -2.1351 -2.2597 -1.4532
H26 1.7245 -5.9480 1.2615
H27 1.7828 -4.5295 2.3470
H28 2.7955 -4.5675 0.9068
H29 0.1488 -6.0145 -0.3285
H30 -1.6585 -4.8965 -1.6402
H31 -2.7474 -2.7182 -2.1035
H32 -2.1869 -1.2275 -1.2851

Calculated values
E_tot (a.u.): -2087.4390
LUMO level (eV): 0.06
Strongest force on any atom (eV Å⁻¹): 2.7
Orbital gap (eV): 6.54
HOMO (eV): -6.48

Entry 3:
Here is a structure of composition C21H36CaClN4O3PS in a non-equilibrium geometry from the OMol25 dataset. Energies are from ωB97M-V/def2-TZVPD.

Cartesian coordinates (Å):
Ca1 -0.0738 0.3701 0.4227
N1 -5.1836 1.7019 5.2758
C1 -4.0423 1.9367 4.5328
C2 -3.2529 0.8762 4.0819
C3 -2.1298 1.1214 3.3147
C4 -1.7845 2.4178 2.9674
C5 -2.5586 3.4822 3.4200
C6 -3.6785 3.2428 4.1891
S1 -0.3421 2.7760 2.0453
O1 0.1178 4.0731 2.4393
O2 0.6010 1.6399 2.2804
N2 -0.8358 2.5790 0.5291
C7 0.0651 2.9042 -0.4993
N3 0.1369 1.9620 -1.4712
C8 1.0023 2.2040 -2.4610
C9 1.7739 3.3427 -2.5089
C10 1.6192 4.2341 -1.4556
N4 0.7805 4.0311 -0.4517
H1 -5.2552 0.8158 5.7449
H2 -5.5557 2.4764 5.7976
H3 -3.5150 -0.1431 4.3405
H4 -1.5274 0.2808 3.0024
H5 -2.2721 4.4944 3.1693
H6 -4.2812 4.0731 4.5374
H7 1.0667 1.4360 -3.2232
H8 2.4687 3.5225 -3.3152
H9 2.1986 5.1512 -1.4160
C11 5.1290 0.7910 0.6232
C12 3.6172 0.7905 0.4153
P1 2.6539 -0.5014 1.3100
C13 3.5868 -2.0450 0.9565
C14 2.7406 -3.3058 1.1193
C15 3.1090 -0.1180 3.0499
C16 2.2531 -0.8731 4.0637
H10 5.5984 1.5879 0.0435
H11 5.5771 -0.1511 0.3039
H12 5.3931 0.9513 1.6693
H13 3.3766 0.6711 -0.6442
H14 3.1922 1.7489 0.7331
H15 4.4699 -2.0818 1.6000
H16 3.9285 -1.9771 -0.0779
H17 2.3820 -3.4267 2.1439
H18 3.3147 -4.1980 0.8637
H19 1.8723 -3.2657 0.4593
H20 2.9593 0.9559 3.1765
H21 4.1688 -0.3332 3.2075
H22 1.1942 -0.6546 3.9113
H23 2.5053 -0.5843 5.0854
H24 2.3882 -1.9544 3.9867
Cl1 1.6469 -1.3707 -1.8543
C17 -0.1497 -1.4325 -1.2768
H25 -0.3331 -2.5041 -1.1405
H26 -0.6966 -1.1710 -2.1916
C18 -0.8109 -2.5738 2.2735
C19 -2.0065 -2.4831 1.3585
O3 -2.1868 -1.1256 0.9786
C20 -3.2732 -0.9539 0.0708
C21 -3.3375 0.4853 -0.3705
H27 -0.6239 -3.6088 2.5621
H28 -0.9648 -1.9955 3.1873
H29 0.0874 -2.2063 1.7720
H30 -2.9159 -2.8384 1.8577
H31 -1.8560 -3.0914 0.4612
H32 -4.1998 -1.2521 0.5750
H33 -3.1260 -1.6199 -0.7869
H34 -3.4160 1.1606 0.4826
H35 -4.2088 0.6387 -1.0088
H36 -2.4603 0.7697 -0.9566

Calculated values
E_tot (a.u.): -3143.9415
LUMO level (eV): 0.58
Strongest force on any atom (eV Å⁻¹): 1.8
Orbital gap (eV): 7.80
HOMO (eV): -7.21